No. 1
A 2-piece molecular cluster, C4H14NOS overall. Source: the Open Molecules 2025 dataset; level of theory: wB97M-V/def2-TZVPD.

The geometry in ORCA input format:
```
! RIJCOSX wB97M-V def2-TZVPD def2/J DEFGRID3
* xyz 1 1
C -0.159 -2.507 0.032
C 0.077 -0.983 0.129
C 0.939 -0.497 -0.999
C 1.424 0.957 -0.827
S 1.768 1.571 0.858
N -1.262 -0.372 0.407
H -0.484 -2.791 -0.964
H -0.829 -2.835 0.801
H 0.793 -3.013 0.298
H 0.648 -0.805 1.050
H 1.764 -1.226 -1.082
H 0.496 -0.412 -1.977
H 0.856 1.674 -1.472
H 2.483 1.081 -1.116
H 0.888 2.512 1.224
H -2.009 -1.041 0.203
H -1.394 0.435 -0.210
H -1.407 -0.048 1.359
H -1.369 3.117 0.109
H -1.699 2.831 1.500
O -1.526 2.352 0.678
*
```

Values from the calculation:
LUMO energy = -3.28 eV
HOMO level = -12.55 eV



No. 2
A 2-piece molecular cluster, C4H14NOS overall. Source: the Open Molecules 2025 dataset; level of theory: wB97M-V/def2-TZVPD.

The geometry in ORCA input format:
```
! RIJCOSX wB97M-V def2-TZVPD def2/J DEFGRID3
* xyz 1 1
C 1.121 -0.811 1.159
C -0.233 -0.346 1.759
C -1.144 0.531 0.881
S -1.923 -0.308 -0.536
C -2.630 1.213 -1.355
N 1.100 -1.541 -0.185
H 1.656 0.115 0.965
H 1.780 -1.421 1.774
H 0.085 0.222 2.632
H -0.750 -1.237 2.119
H -0.411 1.202 0.411
H -1.874 1.057 1.483
H -3.600 0.915 -1.717
H -1.918 1.581 -2.084
H -2.684 1.901 -0.520
H 1.496 -2.466 -0.131
H 0.133 -1.494 -0.540
H 1.680 -0.957 -0.827
H 3.388 0.666 -1.385
H 2.211 0.865 -2.316
O 2.516 0.314 -1.587
*
```

Values from the calculation:
LUMO energy = -3.01 eV
HOMO level = -12.39 eV



No. 3
A 3-piece molecular cluster, C4H14NOS overall. Source: the Open Molecules 2025 dataset; level of theory: wB97M-V/def2-TZVPD.

The geometry in ORCA input format:
```
! RIJCOSX wB97M-V def2-TZVPD def2/J DEFGRID3
* xyz 1 1
C -0.357 1.228 1.391
C -0.001 0.613 0.039
C -1.005 1.022 -1.033
C -0.623 0.464 -2.441
S 1.127 0.750 -2.397
N 0.123 -0.800 0.163
H -1.168 0.643 1.846
H 0.423 1.226 2.152
H -0.742 2.249 1.340
H 0.951 1.126 -0.345
H -0.975 2.110 -1.122
H -2.036 0.761 -0.776
H -0.921 -0.583 -2.452
H -1.094 1.143 -3.155
H 3.602 1.071 -3.217
H 0.622 -1.019 1.019
H 3.806 1.629 -3.666
H 0.606 -1.238 -0.607
H 0.004 -4.201 4.360
H -1.494 -4.446 4.417
O -0.848 -3.748 4.484
*
```

Values from the calculation:
LUMO energy = -8.46 eV
HOMO level = -13.69 eV



No. 4
A 2-piece molecular cluster, C4H14NOS2 overall. Source: the Open Molecules 2025 dataset; level of theory: wB97M-V/def2-TZVPD.

The geometry in ORCA input format:
```
! RIJCOSX wB97M-V def2-TZVPD def2/J DEFGRID3
* xyz 1 1
N -0.487 -1.053 -0.786
C 0.226 0.315 -1.122
C -0.796 1.368 -1.455
C 1.307 0.530 0.082
S 1.348 -0.421 1.548
S -0.408 -0.163 2.443
C -0.673 1.152 3.664
H -1.196 -1.381 -1.412
H 0.104 -1.845 -0.476
H -1.091 -0.847 0.090
H 0.835 0.169 -1.953
H -0.439 2.454 -1.530
H -1.541 1.419 -0.655
H -1.135 1.197 -2.432
H 2.374 0.348 -0.253
H 1.215 1.659 0.179
H -1.322 1.976 3.458
H 0.274 1.692 3.965
H -1.076 0.865 4.645
H 0.124 -3.045 -3.025
H 1.538 -3.491 -2.596
O 0.820 -2.897 -2.379
*
```

Values from the calculation:
LUMO energy = -3.03 eV
HOMO level = -12.74 eV



No. 5
A 2-piece molecular cluster, C4H14NOS2 overall. Source: the Open Molecules 2025 dataset; level of theory: wB97M-V/def2-TZVPD.

The geometry in ORCA input format:
```
! RIJCOSX wB97M-V def2-TZVPD def2/J DEFGRID3
* xyz 2 2
N -1.079 0.969 -0.125
C -0.225 0.122 -1.082
C 0.979 0.840 -1.548
C -0.047 -1.318 -0.698
S -0.131 -1.591 1.229
S 1.102 -0.594 2.263
C 2.694 -1.251 2.482
H -1.233 1.886 -0.567
H -1.988 0.514 0.061
H -0.722 1.250 0.788
H -1.120 0.079 -1.849
H 1.643 0.274 -2.192
H 1.641 1.219 -0.737
H 0.890 1.854 -1.966
H -0.729 -2.073 -1.132
H 0.852 -1.833 -1.037
H 3.523 -0.828 1.811
H 2.946 -2.302 2.300
H 2.970 -0.973 3.534
H -3.691 1.962 -0.195
H -4.572 0.719 -0.768
O -3.703 1.075 -0.572
*
```

Values from the calculation:
LUMO energy (spin up / spin down) = -7.35 / -11.85 eV
HOMO level (spin up / spin down) = -18.43 / -18.46 eV



No. 6
A 2-piece molecular cluster, C4H14NOSi overall. Source: the Open Molecules 2025 dataset; level of theory: wB97M-V/def2-TZVPD.

The geometry in ORCA input format:
```
! RIJCOSX wB97M-V def2-TZVPD def2/J DEFGRID3
* xyz 1 1
C 0.597 2.451 1.950
C -0.522 1.668 -1.590
C 2.003 -0.387 -0.773
C -1.262 -1.728 0.598
N -1.349 -2.972 -0.241
O 1.054 1.520 1.002
Si 0.628 0.828 -0.358
H 1.472 2.941 2.378
H 0.059 1.921 2.737
H -0.056 3.197 1.499
H -0.156 2.666 -1.833
H -0.585 1.110 -2.520
H -1.532 1.775 -1.199
H 2.942 0.142 -0.922
H 2.154 -1.094 0.039
H 1.789 -0.942 -1.680
H -2.261 -1.309 0.688
H -0.885 -1.998 1.580
H -1.978 -3.697 0.147
H -0.412 -3.375 -0.331
H -1.698 -2.719 -1.171
*
```

Values from the calculation:
LUMO energy = -3.14 eV
HOMO level = -11.39 eV